[1]
64
Properties=species:S:1:pos:R:3:forces:R:3:mulliken_charge:R:1 method="wB97M-V/def2-TZVPD" total_charge=-1 e_lumo_ev="2.296 / 2.295" orbital_gap_ev="5.1 / 6.7" multiplicity=8 energy_ha=-13359.71565
Eu 0.056 0.225 -1.490 1.6952 -1.5566 1.2092 0.64
Br 0.159 3.640 -0.672 0.1086 0.4275 0.3137 -0.09
C 0.172 3.730 1.245 -0.1443 0.0740 -0.3280 0.14
C -0.392 4.862 1.768 0.0560 -0.0969 -0.2014 -0.80
C -0.489 5.027 3.159 0.0125 -0.0299 0.1519 -0.61
C -0.044 4.043 3.990 -0.0472 0.0873 -0.0021 -0.92
C 0.541 2.861 3.476 -0.0007 0.0176 -0.2415 1.14
C 0.982 1.856 4.363 0.0919 -0.1383 0.0593 -1.00
C 1.562 0.713 3.884 -0.0554 0.0733 0.1987 -0.71
C 1.750 0.540 2.511 0.0152 0.2982 -0.2307 -0.42
C 1.349 1.505 1.597 0.4734 -0.0989 0.3384 1.49
C 0.691 2.690 2.064 0.0524 -0.1260 0.2092 0.23
H -0.766 5.621 1.096 -0.0157 0.0029 0.0298 0.42
H -0.931 5.933 3.554 -0.0024 -0.0152 0.0269 0.36
H -0.126 4.140 5.066 -0.0229 0.0306 -0.0085 0.36
H 0.855 2.016 5.427 -0.0218 -0.0297 -0.0069 0.36
H 1.885 -0.065 4.565 -0.0115 0.0177 0.0134 0.40
H 2.197 -0.370 2.132 -0.0102 -0.0098 -0.0205 0.38
Br -3.006 -2.689 5.463 -0.0053 0.0142 0.0045 -0.26
C -2.019 -2.454 3.851 0.0121 -0.0693 0.0057 -0.19
C -1.894 -1.188 3.295 -0.0127 -0.0011 0.0124 -0.82
C -1.181 -1.025 2.123 -0.0871 0.0172 0.1243 0.49
C -0.584 -2.116 1.467 0.2886 -0.0338 -0.2875 -0.05
C -0.691 -3.378 2.086 -0.0667 -0.0298 0.0185 -0.92
C -1.409 -3.546 3.257 -0.0636 0.0682 0.0493 -0.63
N 0.139 -1.882 0.316 -0.3775 0.7575 -0.0835 0.48
C 0.537 -2.893 -0.444 0.4572 -0.4443 -0.2418 -0.53
C 1.541 -2.710 -1.436 -0.4190 -0.0695 0.5396 0.49
C 2.241 -3.814 -1.968 0.2025 -0.0893 -0.3661 -1.24
C 3.345 -3.593 -2.753 -0.2242 -0.0985 0.1833 -0.23
C 3.741 -2.274 -3.012 0.0304 0.1983 -0.0933 -1.19
C 2.963 -1.242 -2.522 0.2049 -0.1737 0.0368 0.14
N 1.883 -1.434 -1.761 0.1597 -0.4351 -0.1280 0.30
H -2.340 -0.334 3.789 0.0121 0.0187 -0.0205 0.54
H -1.054 -0.032 1.714 0.0324 -0.0084 -0.0165 0.61
H -0.180 -4.234 1.669 -0.0241 0.0056 -0.0253 0.35
H -1.487 -4.523 3.716 0.0190 0.0011 -0.0049 0.40
H 0.189 -3.917 -0.302 0.0151 0.0462 0.1099 0.23
H 1.915 -4.817 -1.720 0.0081 0.0080 0.0216 0.41
H 3.913 -4.427 -3.148 -0.0045 -0.0019 -0.0017 0.40
H 4.615 -2.055 -3.610 -0.0235 0.0178 -0.0092 0.38
H 3.199 -0.211 -2.748 -0.0223 0.0100 -0.0193 0.45
Br -2.228 0.927 -3.487 -0.5749 0.1644 -0.6377 -0.04
C -2.858 -0.842 -3.990 0.2229 0.0109 0.1611 -0.51
Br -1.585 -2.231 -3.604 -0.0869 -0.1823 -0.2383 -0.08
H -3.029 -0.827 -5.057 0.0002 0.0425 -0.0055 0.42
H -3.752 -1.034 -3.414 -0.0156 0.0242 0.0754 0.30
N 2.479 1.179 -0.598 0.2068 0.0586 -0.1606 -0.23
C 1.497 1.158 0.201 -0.8697 0.0627 -0.1528 -0.80
H 3.357 1.589 -0.253 -0.0093 -0.0520 0.1655 0.20
Cl -5.114 0.082 -1.080 -0.0942 -0.0336 -0.1245 -0.23
C -3.845 0.401 0.128 0.2579 0.0587 -0.0142 -0.54
C -2.443 0.235 -0.460 -0.5728 -0.3174 0.5768 0.76
O -1.629 1.182 -0.294 -0.8140 0.6557 0.5927 -0.48
O -2.119 -0.824 -1.033 -0.3813 0.0610 -0.0755 -0.45
H -3.996 -0.308 0.937 0.1265 -0.0255 0.0204 0.25
H -3.963 1.419 0.485 -0.0393 0.0000 -0.0125 0.33
F 0.586 -0.178 -3.802 0.1949 0.2480 -0.7087 -0.18
C 1.413 0.998 -4.088 0.3167 -0.2526 -0.2745 -0.89
F 0.931 1.810 -2.980 -0.0586 0.7341 -0.5644 -0.21
C 0.758 1.616 -5.339 -0.2367 0.0432 -0.0006 1.23
F 0.114 0.694 -6.090 0.0836 0.1405 0.0914 -0.27
F 1.711 2.147 -6.129 0.0225 0.0199 0.0249 -0.29
F -0.118 2.629 -5.109 0.0366 -0.0968 -0.0579 -0.26


[2]
64
Properties=species:S:1:pos:R:3:forces:R:3:mulliken_charge:R:1 method="wB97M-V/def2-TZVPD" total_charge=-1 e_lumo_ev=1.661 orbital_gap_ev=5.6 energy_ha=-8740.99224
Ta -0.190 -0.052 -0.751 0.5146 0.6622 -0.3347 0.63
S 0.734 2.385 -1.272 0.0360 -0.0634 0.2261 -0.11
S 2.741 2.314 -1.520 -0.1064 -0.0638 0.0196 -0.17
S 2.987 0.524 -2.729 -0.0735 -0.0016 -0.0148 -0.14
S 1.094 -0.047 -3.043 0.1017 -0.0712 -0.0884 -0.12
C 3.306 2.748 3.231 0.0037 0.0338 0.0480 -0.61
C 2.027 2.899 2.719 -0.0328 0.0096 -0.0138 -0.99
C 1.524 1.999 1.794 0.1325 -0.0131 -0.0784 -0.11
C 2.312 0.941 1.360 -0.0264 -0.2296 -0.1501 0.01
C 3.597 0.782 1.873 -0.0642 0.1521 0.0641 -0.42
C 4.086 1.684 2.804 0.0266 -0.0476 -0.0278 -0.60
N 1.789 -0.036 0.407 0.3180 -0.0930 0.1486 1.42
N 2.620 -0.966 0.189 -0.2895 0.0300 -0.1365 -0.46
C 2.184 -1.987 -0.626 0.1093 0.3315 0.3007 0.38
C 3.041 -3.085 -0.803 -0.0509 -0.1344 -0.0901 -0.37
C 2.579 -4.175 -1.494 0.0655 0.1068 0.0629 -0.71
C 1.264 -4.152 -1.992 -0.1173 0.0173 -0.0394 -0.61
C 0.443 -3.060 -1.830 0.1108 -0.1644 -0.0411 -1.39
C 0.891 -1.913 -1.149 -0.3124 -0.1079 -0.2213 0.82
H 3.693 3.450 3.958 -0.0019 0.0267 0.0106 0.39
H 1.403 3.722 3.043 -0.0052 0.0127 0.0049 0.45
H 0.531 2.127 1.406 0.0137 0.0196 -0.0311 0.37
H 4.213 -0.034 1.534 0.0065 -0.0372 -0.0198 0.41
H 5.090 1.555 3.189 0.0100 0.0038 0.0085 0.39
H 4.035 -3.049 -0.379 0.0238 0.0123 0.0184 0.47
H 3.207 -5.043 -1.643 0.0049 -0.0204 -0.0115 0.37
H 0.885 -5.022 -2.517 -0.0032 -0.0148 -0.0022 0.42
H -0.563 -3.086 -2.228 -0.0051 0.0054 0.0051 0.37
Br -3.761 2.674 0.192 0.0227 0.0096 -0.0199 -0.20
C -3.046 1.921 1.760 -0.0736 -0.0521 0.2905 0.38
C -3.766 2.108 2.955 0.0664 -0.0359 -0.0325 -0.33
C -3.294 1.600 4.126 0.0468 -0.0142 -0.1316 0.07
Br -4.318 1.854 5.706 -0.0250 0.0199 0.0299 -0.28
C -2.060 0.905 4.171 -0.0939 0.0351 0.1062 1.09
C -1.488 0.390 5.356 0.0203 -0.0201 0.0061 -1.00
C -0.275 -0.230 5.304 -0.0523 0.0336 -0.0761 -1.26
C 0.372 -0.334 4.055 0.0065 -0.0364 0.1043 -0.44
N -0.139 0.106 2.943 -0.0486 -0.0329 0.0165 0.85
C -1.342 0.716 2.966 -0.0118 0.0372 0.0544 -0.29
C -1.865 1.204 1.717 -0.3438 0.0637 -0.1373 -0.17
O -1.258 1.015 0.571 0.2753 0.1415 -0.1432 0.03
H -4.698 2.653 2.919 -0.0040 -0.0020 0.0349 0.44
H -2.022 0.502 6.289 0.0216 -0.0062 0.0058 0.33
H 0.190 -0.634 6.193 0.0196 0.0027 0.0241 0.44
H 1.352 -0.798 3.988 0.0271 -0.0205 -0.0285 0.46
C -2.221 -3.399 2.480 0.0023 -0.0463 0.0395 -0.63
C -2.949 -2.535 1.682 -0.0173 0.0042 0.0077 -0.71
C -2.294 -1.658 0.824 -0.1222 0.0574 -0.1359 -0.37
C -0.901 -1.605 0.714 0.0757 -0.2413 0.1681 0.68
C -0.201 -2.516 1.512 0.0333 0.0418 0.0451 -0.42
C -0.835 -3.383 2.386 0.0153 -0.0127 -0.0174 -0.74
H -2.720 -4.079 3.161 -0.0050 0.0082 -0.0030 0.38
H -4.032 -2.526 1.725 -0.0153 -0.0040 0.0056 0.45
H -2.914 -0.995 0.227 -0.0157 -0.0198 0.0439 -0.04
H 0.882 -2.543 1.490 0.0553 0.0404 -0.0430 0.39
H -0.241 -4.053 2.997 0.0034 -0.0103 0.0114 0.40
C -2.639 -0.042 -4.260 0.0000 0.0967 -0.0075 -1.06
S -2.537 0.149 -2.515 0.6904 -0.3865 0.2656 1.23
O -1.793 1.365 -2.214 -0.3360 0.1933 0.0636 -0.56
O -3.838 -0.042 -1.953 -0.0977 0.0672 -0.2238 -0.59
O -1.550 -0.936 -2.058 -0.5546 -0.2141 0.0311 -0.59
H -3.290 0.756 -4.614 -0.0013 -0.0076 -0.0371 0.40
H -3.074 -1.012 -4.480 -0.0192 -0.0527 0.0202 0.35
H -1.643 0.058 -4.682 0.0666 0.0020 0.0460 0.25


[3]
73
Properties=species:S:1:pos:R:3:forces:R:3:mulliken_charge:R:1 method="wB97M-V/def2-TZVPD" total_charge=-2 e_lumo_ev=1.926 orbital_gap_ev=4.9 energy_ha=-3262.55693
Sr 1.253 -0.460 0.004 0.7521 -0.1152 0.8482 1.57
C 1.991 -3.959 -0.513 -0.1270 -0.8339 0.0697 -1.37
N 2.699 -2.715 -0.706 0.7890 -0.2194 -0.8236 0.86
C 2.834 -2.427 -2.163 0.1697 -0.4399 0.0532 -1.22
C 4.045 -2.804 -0.101 -0.0170 0.2767 0.3249 -1.09
C 4.797 -1.496 -0.357 2.0959 -0.7521 0.3923 -0.83
N 3.993 -0.344 -0.102 -0.5824 0.4208 -0.7935 0.64
C 4.577 0.860 -0.060 -0.0532 -1.1611 1.2606 -0.45
C 3.786 2.005 -0.277 0.6380 1.8511 0.0657 -0.13
F 2.432 1.882 -0.256 -0.2570 -0.2135 -0.5314 -0.01
C 4.321 3.285 -0.403 0.1947 -0.4939 0.1986 0.35
F 3.485 4.334 -0.664 0.5489 -0.6431 0.0047 -0.30
C 5.702 3.499 -0.233 -0.8096 0.1630 0.2521 -0.90
C 6.407 2.423 0.314 0.3726 0.3157 -0.4270 0.41
F 7.707 2.642 0.653 -0.1437 -0.1401 0.0574 -0.34
C 5.879 1.160 0.469 -0.2879 0.1613 -0.8701 0.29
F 6.580 0.178 1.095 0.0503 0.5106 -0.2262 -0.37
H 0.990 -3.941 -0.942 -0.0322 0.2872 0.1639 0.29
H 1.947 -4.210 0.552 -0.1536 0.2467 -0.1145 0.32
H 2.497 -4.802 -1.002 0.2762 -0.1116 -0.1060 0.40
H 3.646 -3.031 -2.672 -0.9215 0.2672 0.5130 0.24
H 3.060 -1.387 -2.377 0.3521 0.2526 0.4391 0.32
H 1.861 -2.572 -2.627 -0.0425 -0.4704 -0.1005 0.43
H 4.655 -3.676 -0.466 -0.5387 0.5130 -0.2937 0.28
H 3.988 -3.004 1.000 -0.4656 0.4838 -0.7607 0.39
H 5.303 -1.518 -1.399 -0.9437 0.1501 1.0610 0.27
H 5.676 -1.596 0.328 -0.4084 0.1984 -0.4518 0.27
H 6.154 4.476 -0.442 -0.1754 -0.5978 0.2767 0.40
O -3.663 6.492 -4.052 0.6687 -0.6380 0.2446 -0.66
S -4.721 6.629 -3.083 -1.6002 -0.4530 0.4185 1.11
O -6.028 6.263 -3.628 -0.0596 1.1782 -0.9005 -0.70
O -4.567 7.780 -2.215 -0.2242 1.4952 -0.4080 -0.70
C -4.898 5.521 -1.687 2.2438 0.4105 -2.0344 0.20
N -6.049 5.651 -1.100 -1.4637 -0.2805 0.9865 -0.47
C -6.288 4.765 -0.157 1.1222 -0.2365 -0.7966 -0.51
C -5.335 3.832 0.229 0.2459 -0.7888 1.7855 -0.40
C -4.071 3.917 -0.358 -0.5554 0.3064 -1.0804 0.38
N -3.889 4.741 -1.403 -0.2409 -0.5339 1.1534 -0.33
C -2.901 3.056 -0.137 -0.3877 -0.4158 0.7494 1.19
C -2.942 2.021 0.785 -0.1247 -0.8954 -0.2585 -0.98
C -1.854 1.162 0.799 0.5167 -0.7830 0.7843 -0.52
N -0.708 1.356 0.097 -1.0002 0.0194 -0.6024 0.15
C -0.679 2.357 -0.806 -1.2920 0.4805 1.2674 -0.69
C -1.788 3.236 -0.931 1.5719 -0.7349 0.1261 -0.56
H -7.280 4.754 0.192 -1.0488 -0.0335 0.8981 0.46
H -5.584 3.142 1.079 0.4172 0.5940 -1.0585 0.23
H -3.867 1.787 1.357 0.9787 0.2228 -0.3696 0.17
H -1.887 0.238 1.428 0.2973 0.9512 -0.4693 0.37
H 0.265 2.469 -1.340 -0.3945 0.2002 -0.0513 0.45
H -1.818 4.086 -1.580 0.2944 0.0800 -0.5193 0.66
O -0.323 -2.007 1.166 -1.8667 -1.2340 -3.0898 -0.63
C -0.913 -2.399 0.059 2.4403 2.2018 0.3193 1.06
O -0.529 -2.003 -1.124 -1.0992 -0.9633 2.3395 -0.90
C -2.044 -3.380 0.207 0.6297 -0.5099 0.6863 -0.01
C -2.295 -3.827 1.520 -0.0150 0.4189 -0.4777 -0.45
C -3.202 -4.825 1.734 -1.1061 -1.2877 -0.7985 -0.40
C -3.873 -5.419 0.614 1.7025 1.7609 0.2051 -0.04
C -3.633 -4.933 -0.686 -1.3449 -0.7153 0.0156 -0.26
C -2.699 -3.948 -0.886 0.2123 1.2479 0.6117 -0.44
N -4.708 -6.552 0.807 -1.1676 -2.1102 0.5850 0.90
O -5.311 -7.013 -0.188 0.8441 0.6382 2.0046 -0.60
O -4.740 -7.059 1.961 -0.2823 0.8752 -2.4717 -0.59
H -1.781 -3.383 2.370 0.0500 0.0397 -0.4288 0.40
H -3.395 -5.180 2.743 -0.0482 -0.0749 -0.3103 0.43
H -4.263 -5.257 -1.535 0.6010 -0.1572 0.7032 0.39
H -2.544 -3.471 -1.843 0.1326 -0.2991 -0.1580 0.41
F 0.232 0.131 3.290 0.0023 0.2363 0.5985 -0.35
C 1.476 -0.211 2.771 0.6983 -0.3254 -1.4433 -0.03
F 1.796 -1.453 3.379 -0.0407 0.3320 0.2698 -0.38
C 2.511 0.779 3.299 -0.7442 -0.2095 -1.5110 0.73
F 3.763 0.399 2.890 -0.8688 0.5424 0.7436 -0.27
F 2.241 2.006 2.678 0.5859 -0.9985 1.1822 -0.29
F 2.523 0.950 4.629 0.4397 0.5403 0.0778 -0.31


ΔE to the lowest compared entry with this formula, charge and spin, respectively: 11.82; 35.06; 1.60 kcal/mol.
Molecular weight, respectively: 1032.51; 964.58; 844.18 g mol⁻¹.